Density functional theory data (ωB97M-V/def2-TZVPD) for C34H32BGaN5O2S3 as an isolated structure.

The orbital gap is 6.260 eV. The HOMO energy comes out at -10.77 eV. The total charge is +1. The relative energy (zero: lowest compared OMol25 entry of this formula, charge and spin) is 15.1 kcal per mole. The value obtained for the LUMO energy is -4.509 eV.

Geometry as XYZ:
```
78
C34H32BGaN5O2S3 (ωB97M-V/def2-TZVPD)
Ga -1.05892 -0.52663 -0.99906
S -1.14087 -0.65643 1.55113
C 0.26209 0.23594 1.76101
N 0.51520 0.90780 2.87619
C 1.81730 1.53856 3.07719
C 2.27112 2.14206 1.77569
N 2.28467 1.10817 0.74412
C 3.40859 1.16321 -0.19650
C 4.67577 0.68537 0.47969
C 5.73720 1.55691 0.68607
C 6.89078 1.11491 1.31949
C 6.98290 -0.19684 1.75702
C 5.92098 -1.06947 1.55954
C 4.77171 -0.63196 0.92220
C 1.31971 0.21763 0.68711
S 1.27401 -0.96955 -0.52477
C -0.41401 1.00044 4.00572
C 0.13746 0.31092 5.23143
C 0.44325 1.03631 6.37535
C 0.93815 0.39191 7.50053
C 1.13703 -0.97985 7.48406
C 0.83849 -1.70813 6.34013
C 0.33822 -1.06712 5.21898
H 2.53778 0.79961 3.43957
H 1.71596 2.30910 3.83813
H 3.27505 2.54733 1.87599
H 1.59543 2.94506 1.46679
H 3.52052 2.20127 -0.51244
H 3.16798 0.55705 -1.06478
H 5.67244 2.58219 0.33882
H 7.71663 1.79776 1.46848
H 7.88371 -0.54275 2.24605
H 5.99116 -2.09586 1.89517
H 3.94789 -1.31701 0.75380
H -1.36049 0.56119 3.70993
H -0.57131 2.06043 4.21541
H 0.28155 2.10839 6.39884
H 1.16978 0.96327 8.38962
H 1.52001 -1.48257 8.36196
H 0.99114 -2.77944 6.32463
H 0.08948 -1.63598 4.32916
O 0.71985 -0.33024 -4.38493
S -0.34671 0.21755 -3.60842
O 0.03114 0.98652 -2.40964
N -1.25920 -0.89509 -2.87094
C -2.01666 -1.93895 -3.33836
C -2.25621 -2.29490 -4.64245
C -3.08591 -3.39512 -4.92942
C -3.66737 -4.13387 -3.93696
C -3.43269 -3.79920 -2.58390
C -3.97181 -4.50676 -1.49087
C -3.67899 -4.11345 -0.21230
C -2.84585 -3.00751 -0.01034
N -2.32971 -2.31488 -1.00497
C -2.60651 -2.69525 -2.28441
C -1.40093 1.17242 -4.65427
C -1.04905 1.35816 -5.98248
C -1.88670 2.10840 -6.79219
C -3.05167 2.65659 -6.27170
C -3.40071 2.44374 -4.94400
C -2.57411 1.69004 -4.12891
H -1.80308 -1.72725 -5.44480
H -3.25968 -3.66061 -5.96360
H -4.30420 -4.97808 -4.16573
H -4.61078 -5.36048 -1.68023
H -4.07862 -4.63861 0.64309
H -2.59865 -2.68931 0.99355
H -0.13397 0.92141 -6.36105
H -1.63197 2.26852 -7.83103
H -3.69186 3.25757 -6.90394
H -4.30988 2.86550 -4.53829
H -2.83628 1.51018 -3.09964
B -3.84572 3.05504 -0.30530
C -2.91509 1.85920 -0.49020
N -2.20906 0.95114 -0.63547
H -3.86369 3.61109 -1.37519
H -4.92397 2.60666 -0.01587
H -3.36927 3.75661 0.54772
```